A structure of composition C17H37FINO12SSi. Source: OMol25; level of theory: ωB97M-V/def2-TZVPD.

Results
Charge: 0
LUMO level in eV: -0.77
E_HOMO in eV: -9.5
Frontier orbital gap in eV: 8.7

Structure (XYZ):
```
71
Properties=species:S:1:pos:R:3:forces:R:3
I 5.15980 -2.27595 4.25053 0.32 0.36 0.36
S 6.45963 -0.05691 2.59381 0.30 0.00 0.28
Si 2.50198 -1.27943 0.62368 -0.66 0.12 -0.12
F 6.90102 0.01959 1.08794 0.00 0.02 0.00
O -5.03482 5.90905 -4.45535 -0.03 0.01 0.00
O -1.30662 3.85392 -1.88874 -0.01 -0.02 0.02
O 1.97989 -6.79019 1.89590 -0.03 -0.02 0.02
O -7.07452 5.55639 -5.06776 0.03 -0.01 0.01
O 1.03759 -8.63597 2.50035 0.01 0.01 0.00
O 5.21236 0.61076 2.69744 0.00 -0.06 -0.20
O -6.50095 5.14639 -2.91742 0.00 0.02 -0.02
O -1.40112 3.42634 0.33218 0.07 0.00 -0.06
O 3.90935 -1.80477 1.33741 0.00 -0.07 -0.17
O 1.04820 -6.90947 3.95469 0.01 -0.01 -0.02
O 7.56821 0.38561 3.35839 -0.10 -0.05 -0.04
O -0.95161 1.80174 -1.01563 0.05 -0.03 -0.07
N 6.36974 -1.70843 2.69374 -0.50 0.01 -0.19
C -6.23242 5.50386 -4.03655 0.00 0.00 0.00
C 5.01738 -2.17765 0.55310 -0.08 -0.23 0.12
C 1.33031 -7.39533 2.88922 0.01 0.00 0.01
C 2.38917 -5.43774 2.16800 0.04 0.20 -0.04
C -9.20247 6.29288 -4.12271 0.11 0.09 0.03
C -0.78684 1.31279 -2.35047 0.10 -0.11 -0.13
C 0.35843 -9.42103 3.48618 -0.03 -0.05 -0.02
C -3.18353 5.08859 0.30210 -0.05 -0.10 -0.06
C 1.76511 -2.62653 -0.45897 0.27 0.03 -0.04
C 2.81814 0.18816 -0.48542 0.35 -0.07 -0.03
C 6.18861 -2.52293 1.46965 0.44 0.12 -0.21
C -4.03047 5.93037 -3.43528 0.15 0.00 -0.01
C 1.25731 -0.87980 1.93983 0.10 0.10 0.01
C -1.22907 3.10580 -0.94695 -0.04 -0.01 0.07
C 3.65530 -5.38356 2.98862 0.04 -0.18 0.04
C -1.72441 4.80846 0.57614 0.00 0.23 0.10
C -8.42880 5.16935 -4.77528 -0.18 -0.10 -0.02
H -9.15666 7.19271 -4.73693 -0.05 -0.02 -0.03
H 1.51956 0.01201 2.51098 0.05 -0.08 0.08
H -8.85389 4.91126 -5.74337 0.06 0.04 -0.03
H 0.32009 -0.66332 1.41815 -0.02 -0.01 0.06
H 6.13418 -3.55885 1.79965 -0.09 0.07 0.18
H 2.20600 -2.61543 -1.45889 0.00 -0.08 0.01
H -0.41787 0.29425 -2.26688 -0.05 0.00 0.14
H 1.57372 -4.90476 2.65659 -0.01 -0.05 0.03
H -0.06275 1.91276 -2.89785 -0.05 0.06 0.01
H -8.79186 6.52457 -3.14085 -0.02 -0.04 0.01
H 1.90268 0.73364 -0.72255 -0.05 -0.08 0.03
H 0.69550 -2.43740 -0.57469 -0.01 -0.07 0.01
H -3.96780 4.96715 -2.93534 -0.02 0.00 0.00
H -8.42340 4.27507 -4.15311 0.06 0.03 0.04
H -3.42899 6.11587 0.57244 0.02 0.00 0.01
H -4.24482 6.71381 -2.70954 -0.04 -0.04 0.03
H -1.47461 4.97210 1.62239 -0.01 -0.11 0.01
H 1.02434 -9.64099 4.31901 -0.01 0.03 0.02
H -0.52370 -8.90035 3.85199 0.01 0.01 0.01
H 3.24399 -0.18721 -1.42082 -0.01 0.16 -0.06
H 2.54507 -4.99767 1.18463 0.03 -0.14 0.06
H -1.73951 1.31744 -2.87750 0.00 0.05 0.00
H 4.44682 -5.96253 2.50813 0.01 0.04 -0.03
H 7.11931 -2.43065 0.90550 -0.04 -0.05 -0.04
H 0.07364 -10.33941 2.98230 0.02 0.00 -0.01
H 5.30776 -1.39703 -0.15567 -0.09 0.16 0.11
H -1.07817 5.44222 -0.03047 0.00 -0.06 -0.06
H 4.78030 -3.07201 -0.03873 0.10 0.00 -0.02
H -3.09279 6.14062 -3.94004 -0.03 0.01 -0.04
H 3.99013 -4.35084 3.10077 -0.19 -0.28 -0.18
H -3.82329 4.41618 0.87391 0.02 0.03 0.05
H -3.40016 4.94809 -0.75462 -0.04 0.04 0.01
H 3.53006 0.89643 -0.05527 -0.05 -0.01 0.05
H -10.24685 6.00420 -4.00226 0.00 0.00 -0.01
H 1.90045 -3.62537 -0.03820 -0.15 0.12 -0.09
H 3.49379 -5.79641 3.98490 -0.04 0.03 0.00
H 1.07988 -1.71449 2.61988 0.02 0.04 0.04
```
Forces are in eV/Å.


A structure of composition C4H7NO. Source: OMol25; level of theory: ωB97M-V/def2-TZVPD.

Results
Charge: 0
LUMO level in eV: 0.66
ΔE to the lowest compared entry with this formula, charge and spin in kJ/mol: 474.99
E_HOMO in eV: -8.7
Frontier orbital gap in eV: 9.4

Structure (XYZ):
```
13
Properties=species:S:1:pos:R:3:forces:R:3
O 3.07708 -1.38386 -0.18537 -0.27 0.18 -0.08
N 0.84613 -0.87289 -0.00786 0.25 -0.10 -0.19
C 2.12030 -0.69441 -0.47025 0.08 -0.07 0.07
C -1.02532 0.52493 0.94493 -0.19 0.15 0.27
C -1.49570 -0.01672 -0.41675 -0.04 -0.08 -0.13
C -0.05035 0.16888 -0.36628 -0.01 0.18 -0.24
H 0.34872 1.10055 -0.78722 -0.06 -0.17 0.07
H -1.21241 -0.19252 1.74530 0.09 0.08 -0.11
H 0.25266 0.00313 0.96414 -0.03 0.05 0.19
H 2.24287 0.16495 -1.18352 0.00 -0.12 0.09
H -1.17579 1.57151 1.18546 0.02 -0.18 -0.06
H -1.84874 -1.04332 -0.39970 0.06 0.16 0.02
H -2.07945 0.66978 -1.02287 0.13 -0.09 0.10
```
Forces are in eV/Å.


A cluster of 2 separate species, C2H6N4O3S2 in total in a non-equilibrium geometry. Source: OMol25; level of theory: ωB97M-V/def2-TZVPD.

Results
Charge: 0
LUMO level in eV: 0.70
ΔE to the lowest compared entry with this formula, charge and spin in kJ/mol: 79.10
E_HOMO in eV: -8.8
Frontier orbital gap in eV: 9.5

Structure (XYZ):
```
17
Properties=species:S:1:pos:R:3:forces:R:3
S -0.89436 -1.52299 1.65933 1.67 1.76 -2.28
S 1.26909 0.55538 -2.89024 0.81 -0.40 -1.85
O -1.53716 -2.75727 1.75855 -1.77 -2.88 0.28
O -0.25306 -1.33138 3.09236 -0.75 -1.73 0.59
O 0.48610 -1.82201 0.65191 -0.57 1.58 1.29
N 1.12836 1.12852 0.91927 2.91 -0.17 -0.74
N -0.05798 1.11072 0.59317 -1.58 0.68 0.14
N -0.18712 0.98932 -0.74730 -0.87 -1.04 0.60
N 1.90321 0.96679 -0.23513 -5.76 -0.49 -1.42
C 0.96126 0.79366 -1.33859 3.67 0.80 2.25
C -1.42455 1.02402 -1.46811 -1.19 1.57 -0.98
H -2.23119 0.41041 -1.04396 0.59 -0.02 0.05
H -1.73391 2.11153 -1.36813 -0.12 -1.27 -0.61
H 0.41944 -0.69458 3.13507 1.67 1.81 -0.03
H 0.51724 -2.68923 0.25368 -0.39 -0.75 0.13
H 2.85985 0.98144 -0.39973 1.92 0.03 0.55
H -1.22521 0.74567 -2.57212 -0.23 0.52 2.03
```
Forces are in eV/Å.


The molecule C18H21ClF3N3O3 in a non-equilibrium geometry. Source: OMol25; level of theory: ωB97M-V/def2-TZVPD.

Results
SMILES string: CC1=C(COCCC(C)(C)C)C(=O)N(Nc2ccc(C(F)(F)F)c(Cl)n2)C1=O
Charge: 0
LUMO level in eV: -1.11
ΔE to the lowest compared entry with this formula, charge and spin in kJ/mol: 228.91
E_HOMO in eV: -9.0
Frontier orbital gap in eV: 7.9

Structure (XYZ):
```
49
Properties=species:S:1:pos:R:3:forces:R:3
Cl -5.54231 4.56812 -1.01717 0.12 -0.05 0.22
F -4.68452 5.66135 1.53714 0.50 0.13 -0.24
F -2.63943 5.67719 2.24420 -0.48 0.04 -1.31
F -3.14233 6.65437 0.27623 -0.45 -0.89 1.54
O 1.34543 -2.89919 -0.47303 -0.04 0.63 0.29
O -2.00559 -1.02189 -0.26924 0.84 -0.18 -0.01
O -0.44810 0.50252 -4.20294 -0.55 0.14 0.04
N -1.48423 0.05576 -2.18206 -1.75 2.74 -0.41
N -3.75640 2.75209 -1.43933 -1.68 2.04 1.24
N -2.50436 1.10537 -2.17190 1.43 -2.23 -0.66
C -0.38738 -1.93031 -1.80206 2.15 0.60 -2.87
C 1.17870 -2.02426 -3.89721 -1.11 -0.27 0.60
C -4.04502 3.79593 -0.63621 1.68 -0.23 -0.47
C -0.65352 -0.21014 -3.24966 0.77 2.20 -2.23
C -2.62626 2.12858 -1.26096 0.93 -0.80 0.05
C 3.87368 -0.69100 2.47103 0.19 -0.66 -0.90
C 1.59629 -1.13171 3.33632 1.32 -0.26 1.31
C -1.68469 2.48435 -0.31097 0.88 0.45 0.59
C 1.43486 -3.34945 0.87784 -0.11 -0.77 0.66
C -1.31631 -0.95226 -1.26766 -3.13 -0.26 2.01
C -1.89509 3.62844 0.46052 -0.57 -0.44 -0.54
C 2.47026 -1.24998 2.10974 0.55 0.52 0.68
C 0.08713 -3.13081 -1.07606 -0.72 -0.35 1.07
C -3.41830 5.56726 1.11762 0.76 0.56 -0.53
C 1.81036 -0.32071 1.13586 -0.07 0.91 -1.20
C 2.61942 -2.70811 1.62218 0.05 0.09 -0.96
C 0.05312 -1.45043 -3.03058 0.51 -2.89 2.80
C -3.10878 4.32402 0.31428 -1.08 -0.87 -0.31
H 2.04043 -1.69753 4.16519 -0.26 -0.10 0.01
H 4.50956 -0.70267 1.56563 -0.26 0.32 0.31
H -0.67539 -3.40553 -0.31736 0.36 0.28 -0.20
H 2.27856 -0.38432 0.17242 0.35 -0.01 -0.73
H 4.43986 -1.25846 3.20791 -0.30 -0.42 0.16
H -0.77939 1.88883 -0.23129 -0.08 0.23 0.12
H 0.60399 -1.45782 3.16641 -1.11 -0.40 -0.14
H 2.85862 -3.29178 2.50198 -0.11 -0.41 0.22
H 0.50742 -3.10276 1.46297 0.45 -0.37 -0.71
H 1.57282 -4.47266 0.79843 -0.23 1.06 0.61
H 0.76987 -0.58751 0.96752 -0.24 -0.03 0.11
H 0.79663 -2.35953 -4.87584 0.21 0.29 0.33
H 3.49206 -2.82376 0.95931 -0.12 0.30 0.13
H 1.65341 -2.87508 -3.38102 -0.38 0.29 -0.17
H 1.57289 -0.09545 3.67504 -0.13 0.07 -0.10
H 3.80170 0.30496 2.87847 -0.09 0.49 -0.11
H 1.95147 -1.28186 -4.02773 0.08 0.36 -0.25
H 1.84838 0.75835 1.41126 0.02 -0.78 0.24
H -3.36105 1.01406 -2.73975 0.99 -0.62 0.35
H -1.13513 3.98025 1.16011 -0.31 -0.15 -0.17
H 0.12665 -3.98482 -1.73557 0.23 -0.29 -0.48
```
Forces are in eV/Å.


A structure of composition C34H36CoNOP2. Source: OMol25; level of theory: ωB97M-V/def2-TZVPD.

Results
Charge: +2
LUMO level (spin up / spin down) in eV: -5.10 / -7.90
ΔE to the lowest compared entry with this formula, charge and spin in kJ/mol: 0.00
E_HOMO (spin up / spin down) in eV: -14.0 / -14.1
Frontier orbital gap (spin up / spin down) in eV: 8.9 / 6.2
Multiplicity: 5

Structure (XYZ):
```
75
Properties=species:S:1:pos:R:3:forces:R:3
Co -0.43366 -0.14710 0.10998 -0.08 -0.03 0.07
P -3.57503 -1.91170 0.33377 -0.01 0.11 -0.12
P 1.92531 -0.36158 0.53627 0.07 0.16 0.17
O -0.82412 1.75566 -0.46565 -0.02 0.12 -0.19
N -0.66757 -0.92553 1.96083 0.03 -0.04 0.06
C -0.41135 -1.42735 -2.34075 0.03 -0.16 -0.01
C 2.98833 -1.69922 -0.03747 -0.01 -0.16 0.00
C -1.19877 -2.42063 3.61555 -0.02 0.00 0.02
C -3.99245 0.94696 0.26616 0.00 -0.01 0.01
C -1.22714 2.11968 -1.82874 0.03 -0.14 0.11
C 1.76097 -0.62834 2.35647 -0.01 -0.03 0.07
C 2.84898 1.16961 0.34155 -0.04 0.00 -0.21
C -0.91622 2.87529 0.45668 0.00 -0.17 0.01
C 4.53168 -3.78752 -1.02324 0.00 -0.04 0.01
C -1.12909 -3.14413 -0.27378 0.05 -0.07 0.02
C -5.38974 1.97447 -1.40342 0.00 0.00 0.00
C 4.54125 2.74971 0.99232 0.01 0.01 -0.01
C 0.44751 -1.24091 2.67213 -0.04 0.01 -0.08
C 3.34526 3.05907 -1.07525 0.00 -0.01 0.04
C -1.69314 -1.62171 2.53215 0.00 0.03 -0.07
C 4.30388 3.48229 -0.16453 -0.03 -0.01 0.00
C -4.21440 -0.31123 -0.29578 0.04 -0.04 0.07
C 0.13728 -2.17559 3.70759 0.04 -0.06 0.06
C -5.60740 0.73234 -1.98073 0.01 -0.03 0.01
C 2.61331 1.90880 -0.81754 0.03 0.09 -0.03
C 0.00060 -3.39652 -1.03159 -0.02 0.06 -0.03
C 4.66371 -2.51547 -1.55922 -0.01 0.04 0.01
C 2.85784 -2.98193 0.50057 -0.02 0.06 0.00
C -0.58115 3.38300 -2.34332 -0.03 0.07 -0.07
C 3.82548 1.58957 1.24190 0.06 -0.03 0.08
C -1.57953 -1.19033 -1.59578 -0.11 0.16 -0.10
C -1.94604 -2.03165 -0.53555 -0.01 -0.04 0.08
C -0.70008 2.40631 1.86912 0.03 0.16 0.12
C -3.09262 -1.49128 2.11388 -0.01 -0.04 0.01
C 0.37481 -2.53278 -2.06108 -0.03 0.04 -0.01
C -5.03816 -0.40311 -1.41940 -0.04 -0.02 -0.03
C 3.89522 -1.46780 -1.06886 0.01 -0.05 -0.01
C 3.63255 -4.02035 0.01052 0.00 0.01 0.00
C -4.58885 2.07781 -0.27329 0.00 0.03 -0.03
H -2.26707 -0.41226 -1.90529 0.02 0.05 0.02
H -0.81054 3.46643 -3.40659 -0.01 -0.01 0.01
H 2.15358 -3.18374 1.30294 0.02 0.04 -0.03
H -0.15719 3.60187 0.17229 0.01 0.01 0.02
H 3.17431 3.62327 -1.98301 -0.01 -0.01 0.01
H -0.74986 3.27883 2.52256 0.02 -0.05 0.03
H 4.02230 -0.47446 -1.48024 -0.02 0.02 0.00
H 3.54025 -5.01007 0.43812 0.01 0.00 0.00
H 1.80803 0.35308 2.84585 0.04 -0.01 -0.07
H 0.59427 -4.27820 -0.83453 0.00 -0.01 0.02
H -0.93099 1.27562 -2.44653 0.03 -0.01 0.02
H 1.86611 1.57718 -1.53088 -0.01 -0.02 0.02
H -6.24789 0.63978 -2.84756 0.01 0.00 0.00
H 1.26132 -2.73906 -2.64668 -0.01 0.01 0.01
H -3.40599 -0.45845 2.27850 -0.03 0.01 0.00
H -0.96201 4.28252 -1.86361 0.01 -0.01 0.01
H -0.16378 -0.77675 -3.17074 0.01 -0.02 0.00
H -5.26109 -1.37370 -1.84880 0.03 -0.01 0.01
H -2.31625 2.18302 -1.82546 -0.04 0.05 -0.03
H 5.37646 -2.33291 -2.35217 -0.01 0.01 0.00
H -1.41045 -3.84444 0.50624 0.00 0.02 0.00
H -5.86138 2.85495 -1.81939 0.01 0.00 0.02
H 4.04854 1.01372 2.13336 -0.03 0.01 -0.03
H -3.72032 -2.11249 2.74994 0.01 -0.02 0.01
H -4.44613 3.04207 0.19935 0.00 -0.01 0.00
H -1.45891 1.69928 2.20495 0.02 0.00 -0.04
H 2.58076 -1.22759 2.75210 0.01 0.01 0.03
H -1.90436 3.32177 0.33138 -0.01 0.01 -0.01
H -1.80571 -3.05862 4.23854 0.01 0.00 0.00
H 5.29568 3.07567 1.69557 0.00 0.00 -0.01
H 5.13781 -4.59966 -1.40190 0.00 0.01 0.00
H 0.50237 3.35438 -2.23818 0.02 0.00 0.01
H 4.87147 4.38229 -0.35945 0.01 -0.01 0.01
H 0.84469 -2.57795 4.41586 -0.02 0.00 0.00
H -3.37947 1.06842 1.15202 0.00 -0.01 -0.02
H 0.29404 1.96934 1.99888 -0.02 0.00 -0.04
```
Forces are in eV/Å.


A cluster of 7 separate species, C16H22F4NO16 in total in a non-equilibrium geometry. Source: OMol25; level of theory: ωB97M-V/def2-TZVPD.

Results
Charge: -1
LUMO level in eV: -0.04
ΔE to the lowest compared entry with this formula, charge and spin in kJ/mol: 699.67
E_HOMO in eV: -3.8
Frontier orbital gap in eV: 3.8

Structure (XYZ):
```
59
Properties=species:S:1:pos:R:3:forces:R:3
F -0.29687 -4.80393 0.35607 -0.27 2.19 -0.18
F 9.64446 -2.69749 -4.37062 -0.09 0.28 0.03
F -11.04252 1.63900 0.29868 0.21 -0.39 0.24
F -0.11035 -2.58687 6.92363 -0.47 -1.11 -1.06
O -2.58820 -7.55127 -1.64420 0.95 1.78 0.34
O -0.83660 9.51585 1.12626 -1.59 2.20 -1.16
O -1.87669 -6.43200 0.19726 0.50 0.62 0.81
O -0.45561 -6.82302 -1.41891 1.09 -0.78 -0.68
O 8.28177 -1.94979 -2.67453 -0.46 -0.95 -0.29
O -8.21634 2.10443 -1.55082 1.13 -0.45 0.34
O 2.23190 3.64381 -6.42149 0.07 -2.04 -0.11
O 1.38449 -0.95390 6.99101 -0.40 0.31 1.50
O 0.03930 0.15087 5.69774 -0.28 1.69 -1.52
O -6.61567 1.30593 -0.11157 -2.25 0.07 -0.46
O 0.86777 2.13032 -5.46571 0.47 -0.36 0.27
O 7.11269 -3.83790 -2.38173 0.99 -1.87 -0.18
O 2.33949 0.40087 5.36674 -4.50 -1.38 2.97
O -8.81502 1.47169 0.48690 2.41 -2.15 1.47
O 6.18133 -1.93103 -1.71474 3.33 -1.91 -2.27
O -0.37493 7.42190 1.53864 -0.06 -1.37 0.83
N 0.10183 1.69303 0.05747 -0.10 1.29 0.43
C 8.22438 -4.16320 -3.24223 -0.98 -1.22 0.04
C 2.12330 1.38922 -7.30658 0.45 0.20 0.13
C 7.10961 -2.55738 -2.27438 -3.66 5.10 3.56
C 0.04257 -1.34180 7.37894 0.42 0.65 0.28
C -9.81412 2.16927 -0.01333 -3.62 1.89 -0.88
C 0.33755 -6.88457 -0.22005 -0.40 0.53 0.42
C -0.38010 8.63700 1.83569 1.24 -1.45 -1.89
C -7.76729 1.54983 -0.36807 2.05 0.68 -0.69
C 0.37638 9.15041 2.98978 0.41 0.58 2.38
C 1.34055 -0.01376 6.00905 2.94 -0.38 -2.67
C -9.63020 2.17798 -1.50535 0.07 0.24 -0.05
C -0.57418 -6.06495 0.68875 -0.18 -0.76 -0.82
C 9.13873 -2.97748 -3.13461 0.06 0.59 -0.37
C -0.81573 -0.27073 6.73641 0.93 -0.55 0.77
C -1.73619 -6.91416 -1.07805 -1.19 -2.38 0.60
C 1.76599 2.45840 -6.29518 -1.58 2.29 0.76
H -0.92444 0.53391 7.46362 -0.14 0.13 -0.04
H -9.81169 3.17219 0.41357 -0.07 0.22 0.02
H 7.67422 -4.26310 -4.17788 1.10 0.05 -0.64
H -10.03360 1.31472 -2.03466 -0.30 -0.03 0.27
H 0.91566 8.44289 3.61961 -0.02 -0.34 -0.18
H -10.02956 3.10541 -1.91582 0.40 -0.09 -0.25
H 8.68796 -5.10719 -2.95571 -0.21 0.11 0.10
H -0.40416 9.59198 3.60937 0.06 0.24 0.43
H -0.22779 -1.44288 8.43003 1.15 0.53 0.39
H 1.22245 0.92463 -7.70746 -0.07 0.43 -0.33
H 1.28450 -6.39032 -0.43709 -0.15 -0.12 0.23
H 0.09148 2.67777 0.28170 0.16 0.87 0.85
H 0.13941 1.79152 -0.94701 -0.02 -1.10 -0.94
H 9.99173 -3.04524 -2.45940 -0.07 -0.20 0.05
H -0.50635 -6.08837 1.77639 -0.31 -0.78 -0.14
H 2.74676 1.93389 -8.01562 0.09 -0.77 -0.45
H -0.74604 1.31799 0.45818 -0.49 -0.44 -0.39
H -1.80425 -0.64094 6.46461 0.31 0.12 -0.67
H 1.05005 9.97290 2.74939 -0.06 -0.07 -0.35
H 2.60737 0.55411 -6.80026 0.53 0.12 -0.05
H 0.47203 -7.88135 0.19999 -0.05 -0.30 -0.58
H 0.90697 1.27095 0.49760 0.52 -0.26 -0.23
```
Forces are in eV/Å.


Energy list, top to bottom, in eV: -73821.5087, -7794.7215, -35942.0074, -50293.5969, -95570.6181, -62065.2626